[1]
DFT (ωB97M-V with the def2-TZVPD basis set) results for a 7-piece molecular cluster, C13H40O7 overall in a non-equilibrium geometry.

Structure (XYZ):
```
60
Properties=species:S:1:pos:R:3:lowdin_charge:R:1
C -2.17062 9.36489 11.87895 -0.152
O -1.63686 10.51649 11.28973 -0.134
H -2.35924 9.60178 12.93475 0.086
H -3.16071 9.20206 11.44563 0.072
H -1.45903 8.54419 12.01670 0.080
H -1.52530 10.40160 10.34144 0.044
C -4.81645 11.53156 9.69207 -0.168
O -5.47169 12.79171 9.66096 -0.120
H -3.77931 11.60767 9.36504 0.070
H -4.74270 11.12339 10.70579 0.070
H -5.34125 10.85524 9.01264 0.080
H -6.39115 12.62268 9.88261 0.073
C 2.02198 7.96061 12.08724 -0.173
O 2.27567 8.96830 13.02823 -0.110
H 1.83534 8.26939 11.04642 0.056
H 2.90635 7.33305 11.95564 0.078
H 1.14583 7.35031 12.32441 0.077
H 1.43740 9.19461 13.45230 0.062
C 0.05881 9.43426 8.45456 -0.128
O -1.06910 8.66924 8.89995 -0.132
H 0.16724 9.50999 7.37440 0.082
H 0.03494 10.36801 9.01998 0.074
H 0.95696 8.97633 8.88876 0.070
H -0.82876 7.74407 8.80832 0.080
C 1.14667 11.25448 16.29871 -0.059
C 1.09731 11.85801 14.90771 -0.507
C 2.48476 11.86262 14.25974 -0.059
O 0.16479 11.13062 14.15480 -0.062
H 1.68987 10.30505 16.25644 0.080
H 0.17558 11.09359 16.76949 0.076
H 1.69313 11.82450 17.05622 0.079
H 0.83293 12.92168 15.01193 0.120
H 3.11333 12.56024 14.81571 0.083
H 2.41384 12.07329 13.18897 0.077
H 3.00320 10.90133 14.20604 0.061
H 0.07129 11.51644 13.26377 0.055
C -5.03405 4.81370 11.03057 -0.069
C -4.40694 5.76846 12.00289 -0.506
C -5.32772 6.96646 12.32334 -0.055
O -4.13547 5.08428 13.21490 -0.052
H -5.43996 5.34500 10.16629 0.081
H -5.85392 4.24625 11.47813 0.086
H -4.34649 4.07981 10.60604 0.078
H -3.44046 6.05657 11.56496 0.128
H -4.82114 7.65327 13.00787 0.067
H -6.22761 6.57375 12.79103 0.085
H -5.52532 7.59585 11.45370 0.073
H -3.88319 5.70096 13.90599 0.084
C 0.13986 15.02595 13.18691 -0.052
C -0.81141 13.99487 12.59327 -0.446
C -1.70080 14.61603 11.51201 -0.054
O -0.06693 12.94144 11.92636 -0.092
H 1.15751 14.64187 13.24628 0.077
H -0.29365 15.40232 14.11234 0.082
H 0.24554 15.92043 12.56408 0.076
H -1.36683 13.49552 13.39441 0.135
H -2.50301 13.98181 11.12847 0.072
H -1.13540 14.99994 10.66542 0.086
H -2.20603 15.46843 11.98748 0.084
H -0.71723 12.40587 11.45757 0.049
```

- HOMO: -0.357 hartree
- Structure (SMILES): CC(C)O.CC(C)O.CC(C)O.CO.CO.CO.CO
- Electronic energy: -28459.68243 eV
- Energy relative to the best compared isomer or geometry (same formula, charge and spin): 49.2 kcal per mole



[2]
DFT (ωB97M-V with the def2-TZVPD basis set) results for C13H41Ag2N10O7 as an isolated structure in a non-equilibrium geometry.

Structure (XYZ):
```
73
Properties=species:S:1:pos:R:3:mulliken_spin:R:1
Ag 8.23081 -18.48413 -20.37720 0.001
Ag 4.23940 -20.52523 -18.38998 0.006
C 5.33106 -17.44758 -19.80940 0.027
O 5.60793 -18.81713 -19.69113 0.837
H 5.76856 -16.81998 -19.03299 0.067
H 5.88769 -17.02218 -20.64445 0.040
H 4.28046 -17.18270 -19.92844 0.004
C 9.26503 -20.24646 -23.51151 0.001
C 8.02984 -20.68851 -22.66562 0.000
C 8.38082 -21.26185 -21.30561 -0.002
O 7.20527 -21.69111 -20.56086 0.000
C 7.72431 -22.41496 -19.46749 -0.001
N 7.28952 -19.45331 -22.30957 -0.001
H 8.95163 -19.78628 -24.44859 0.000
H 9.97641 -21.05712 -23.66922 0.000
H 9.84989 -19.47396 -23.01224 0.000
H 7.36058 -21.28956 -23.28119 0.000
H 8.95405 -20.47211 -20.82000 0.000
H 9.07820 -22.06679 -21.53763 0.000
H 6.92596 -23.00807 -19.02144 0.000
H 8.14690 -21.77484 -18.69304 0.000
H 8.47875 -23.11608 -19.82435 0.000
H 6.71848 -19.34920 -23.13611 -0.001
H 6.61568 -19.58040 -21.56802 0.004
C 3.47651 -13.87123 -16.11064 0.000
C 4.62008 -13.91635 -17.13776 -0.001
C 4.29904 -13.39234 -18.57463 0.000
O 5.53717 -13.46738 -19.31419 0.000
C 5.37952 -13.01138 -20.68020 0.000
N 5.67298 -13.22509 -16.46365 0.000
H 2.45696 -13.97761 -16.48119 0.000
H 3.39885 -12.92688 -15.57188 0.000
H 3.47156 -14.75399 -15.47126 0.000
H 4.97438 -14.94689 -17.16106 0.004
H 3.73499 -12.45993 -18.55088 0.000
H 3.59994 -14.14811 -18.93264 0.000
H 4.64205 -13.62326 -21.19966 0.000
H 6.27727 -13.15686 -21.28102 0.000
H 5.19692 -11.94815 -20.83604 0.000
H 5.48853 -12.30655 -16.08635 0.000
H 6.38155 -12.99565 -17.14584 0.000
C 7.72314 -15.94660 -23.02435 -0.003
O 8.58865 -16.43740 -22.29387 0.000
N 7.70532 -14.71514 -23.47367 0.000
N 6.57624 -16.47443 -23.40986 0.004
H 6.83818 -14.47340 -23.93162 0.000
H 8.20462 -14.06882 -22.87948 0.000
H 6.31194 -17.44279 -23.29797 0.001
H 6.11672 -16.09334 -24.22455 0.000
C 8.69478 -15.43622 -18.66438 0.001
O 9.81500 -15.84988 -18.95111 0.001
N 8.15970 -15.73451 -17.49422 0.003
N 8.04131 -14.64135 -19.43248 0.000
H 8.54569 -16.41336 -16.85371 0.000
H 7.26604 -15.28373 -17.35907 -0.001
H 7.10651 -14.33285 -19.20642 0.000
H 8.55562 -14.40554 -20.26912 0.000
C 0.63911 -17.89364 -21.93249 0.000
O 0.61682 -19.05477 -21.51933 0.000
N 1.58095 -17.16297 -21.53773 0.000
N -0.32516 -17.27555 -22.44319 0.000
H 2.23588 -17.59941 -20.90473 0.000
H 1.56184 -16.16497 -21.69173 0.000
H -1.21414 -17.75490 -22.44962 0.000
H -0.36954 -16.28174 -22.26865 0.000
C 6.16342 -21.28229 -16.41268 0.001
O 5.33391 -22.04962 -16.98138 0.002
N 6.72624 -21.43461 -15.25653 0.000
N 6.52203 -20.10131 -16.90439 0.002
H 7.30572 -20.79455 -14.73246 0.000
H 6.35790 -22.24638 -14.78171 0.000
H 6.33951 -19.79367 -17.84893 0.005
H 7.07415 -19.55077 -16.26239 -0.002
```

- Net charge: +2
- HOMO (spin up / spin down): -0.510 / -0.510 hartree
- Electronic energy: -51359.52056 eV
- Multiplicity: 2



[3]
DFT (ωB97M-V with the def2-TZVPD basis set) results for a 7-piece molecular cluster, C13H41N7O7 overall in a non-equilibrium geometry.

Structure (XYZ):
```
68
Properties=species:S:1:pos:R:3:lowdin_charge:R:1
C 4.16678 4.10420 0.15119 -0.053
C 4.31585 3.44020 1.54370 -0.388
C 3.31600 2.29490 1.82285 -0.188
O 2.21752 2.78350 2.58087 -0.189
C 1.51232 1.85615 3.33490 -0.115
N 5.69540 2.98248 1.82865 0.015
H 3.43477 4.84885 0.46389 0.071
H 3.80083 3.46573 -0.65289 0.070
H 5.02542 4.71026 -0.13781 0.066
H 4.11387 4.13356 2.36013 0.131
H 3.78185 1.54749 2.46508 0.107
H 2.93934 1.73736 0.96531 0.106
H 2.01493 0.89813 3.46783 0.064
H 0.60636 1.58412 2.79330 0.092
H 1.42397 2.18945 4.36893 0.092
H 6.27936 3.64476 1.33828 0.049
H 6.09593 2.13250 1.45822 0.063
C -1.44842 -5.21457 -1.01989 -0.119
C -0.57922 -4.88606 -2.06984 -0.351
O 0.30897 -5.98356 -2.37973 -0.095
H -2.12401 -6.04507 -1.22475 0.084
H -2.17868 -4.42288 -0.85243 0.065
H -0.92693 -5.36296 -0.07431 0.098
H 0.06014 -4.01641 -1.91810 0.097
H -1.05616 -4.79501 -3.04572 0.115
H -0.27350 -6.73129 -2.53213 0.065
C 3.42443 -2.80255 1.51040 -0.077
C 2.93979 -1.50700 2.25857 -0.271
O 1.54078 -1.71117 2.68232 -0.100
H 2.78285 -3.16755 0.70837 0.065
H 3.71596 -3.56702 2.23060 0.070
H 4.33893 -2.53020 0.98350 0.062
H 2.83296 -0.67014 1.56839 0.060
H 3.66458 -1.32390 3.05183 0.108
H 1.16915 -1.85600 1.80909 0.033
C -4.82741 -3.11126 0.09939 -0.069
C -5.97706 -2.18717 -0.25947 -0.341
O -5.65151 -1.40952 -1.38374 -0.091
H -5.09313 -3.35893 1.12709 0.078
H -3.90011 -2.53905 0.07102 0.062
H -4.69200 -3.99467 -0.52458 0.074
H -6.25199 -1.51400 0.55254 0.103
H -6.89955 -2.71134 -0.50921 0.108
H -6.41838 -0.91214 -1.67721 0.075
C 0.12663 -1.09649 -0.44180 -0.815
O 0.19177 -2.25394 -0.46800 0.081
N -1.03159 -0.47185 -0.23970 0.193
N 1.13970 -0.28596 -0.38529 0.190
H -1.83341 -1.07195 -0.10907 0.106
H -1.07711 0.53666 -0.27024 0.063
H 0.92271 0.70043 -0.39204 0.103
H 2.03780 -0.72472 -0.53023 0.121
C -3.44754 2.14032 -0.67610 -0.790
O -2.38447 2.22074 -0.11054 0.024
N -3.62492 1.92972 -1.93478 0.195
N -4.57676 2.02823 -0.08608 0.178
H -4.50592 1.93876 -2.42859 0.120
H -2.79031 2.04572 -2.49163 0.109
H -5.44249 1.93015 -0.59696 0.114
H -4.63594 2.13324 0.91669 0.129
C 0.09661 3.10096 -2.45317 -0.799
O -0.21431 1.90613 -2.56866 -0.008
N 0.70084 3.76959 -3.33684 0.183
N -0.18842 3.71396 -1.32305 0.181
H 1.19212 3.23723 -4.04065 0.130
H 1.00971 4.71964 -3.18827 0.119
H -0.88119 3.12455 -0.88402 0.063
H -0.00450 4.70669 -1.29538 0.112
```

- HOMO: -0.337 hartree
- Structure (SMILES): COC[C@H](C)N.NC(N)=O.NC(N)=O.NC(N)=O.CCO.CCO.CCO
- Electronic energy: -38907.85109 eV
- Energy relative to the best compared isomer or geometry (same formula, charge and spin): 85.1 kcal per mole



[4]
DFT (ωB97M-V with the def2-TZVPD basis set) results for a 8-piece molecular cluster, C13H42N2O9 overall in a non-equilibrium geometry.

Structure (XYZ):
```
66
Properties=species:S:1:pos:R:3:mulliken_spin:R:1
N -1.97539 14.85513 11.46142 0.000
H -2.49845 13.99559 11.54922 0.000
H -1.01624 14.84173 11.77756 0.000
H -2.41820 15.57547 12.01383 0.000
H -2.03446 15.11382 10.48690 0.000
N -3.12815 17.16575 13.29501 -0.002
O -3.75935 16.15427 12.98162 0.001
O -3.71430 18.20801 13.72108 0.012
O -1.89496 17.23898 13.20454 -0.001
C -4.09568 16.14699 16.38800 0.005
O -4.38050 17.50572 16.23854 0.263
H -3.79945 15.99522 17.42594 0.006
H -4.93107 15.52073 16.07492 0.035
H -3.29422 15.90461 15.69015 0.002
H -4.23451 17.55520 15.29099 -0.004
C -2.01493 21.96507 17.06978 0.006
C -1.98221 20.80048 16.00000 0.021
C -1.10011 19.58667 16.35385 0.051
O -3.35959 20.45774 15.81996 0.508
H -2.99114 22.43365 17.19447 0.001
H -1.33605 22.78902 16.84996 -0.001
H -1.81704 21.65766 18.09663 0.004
H -1.64920 21.20165 15.04278 0.081
H -1.28123 18.70844 15.73416 0.004
H -1.38455 19.32539 17.37313 0.010
H -0.02123 19.73576 16.39740 -0.005
H -3.28378 19.69291 15.24474 -0.001
C -0.28068 14.58435 15.29343 -0.001
C 0.14483 13.15960 14.98336 0.000
C -1.08246 12.33243 14.64976 0.000
O 0.99292 13.20569 13.83292 0.000
H -0.89341 15.18617 14.62226 0.001
H 0.61137 15.20382 15.38616 0.000
H -0.79686 14.52222 16.25143 0.000
H 0.84845 12.73503 15.69943 0.000
H -1.78370 12.72041 13.91097 0.000
H -1.67769 11.99160 15.49690 0.000
H -0.74807 11.41742 14.16086 0.000
H 1.59220 12.46239 13.93278 0.000
C -1.29231 20.84702 11.20590 0.000
C -0.13818 20.35036 12.21877 0.001
C 0.45691 19.07990 11.66396 0.000
O 0.86276 21.32975 12.46139 0.000
H -1.03063 20.98884 10.15733 0.000
H -1.78322 21.75668 11.55179 0.000
H -2.08725 20.10149 11.18727 0.000
H -0.47413 20.12719 13.23141 0.002
H 1.16071 18.69721 12.40309 0.000
H 1.09059 19.25309 10.79416 0.000
H -0.28650 18.32321 11.41324 0.000
H 0.46542 22.14058 12.78738 0.000
C -7.94716 14.49263 10.17185 0.000
C -6.83889 14.38410 11.21389 0.000
C -7.13619 15.22403 12.47980 0.000
O -6.73364 12.99727 11.60391 0.000
H -7.99719 15.51739 9.80383 0.000
H -8.97834 14.25309 10.43150 0.000
H -7.69184 13.85720 9.32383 0.000
H -5.92132 14.81421 10.81242 0.000
H -7.70269 16.11740 12.21701 0.000
H -6.22347 15.44139 13.03461 0.000
H -7.86029 14.71890 13.11904 0.000
H -6.74427 12.42317 10.83456 0.000
O -5.15410 20.01633 11.88794 0.000
H -4.42378 19.71977 12.43102 0.000
H -4.88707 20.88189 11.57852 0.000
```

- Net charge: +1
- HOMO (spin up / spin down): -0.453 / -0.453 hartree
- Electronic energy: -35555.08709 eV
- Multiplicity: 2